[1]
Molecular formula: C26H75NO11
Method: DFT, the ωB97M-V functional and the def2-TZVPD basis

CARTESIAN COORDINATES (ANGSTROEM)
C 8.59 26.89 18.97
C 9.35 25.69 19.59
C 10.25 26.03 20.74
O 8.30 24.89 20.11
H 7.90 27.37 19.67
H 8.02 26.51 18.13
H 9.22 27.65 18.51
H 9.70 25.17 18.70
H 9.80 26.71 21.46
H 11.19 26.38 20.31
H 10.35 25.15 21.38
H 7.68 25.37 20.67
C 9.15 30.34 14.82
C 8.50 30.13 16.18
C 9.11 31.07 17.12
O 7.15 30.38 16.10
H 10.24 30.32 14.89
H 8.86 31.31 14.43
H 8.82 29.62 14.08
H 8.65 29.10 16.50
H 8.94 32.09 16.79
H 10.20 31.02 17.07
H 8.82 30.85 18.15
H 7.00 31.11 15.49
C 5.45 24.81 21.22
C 6.34 26.04 20.93
C 5.56 27.33 21.38
O 7.58 25.98 21.63
H 5.24 24.70 22.29
H 6.05 23.97 20.89
H 4.43 24.85 20.84
H 6.57 26.08 19.87
H 5.10 27.46 22.36
H 4.84 27.64 20.62
H 6.37 28.06 21.34
H 7.31 26.03 22.55
C 8.40 23.95 14.00
C 8.65 24.76 12.71
C 7.95 24.16 11.55
O 8.07 25.99 13.03
H 7.56 24.27 14.61
H 9.30 24.02 14.61
H 8.20 22.89 13.82
H 9.67 24.89 12.36
H 6.91 23.89 11.70
H 8.49 23.32 11.11
H 7.77 24.96 10.84
H 8.61 26.46 13.66
C 10.87 23.57 15.78
C 9.97 24.51 16.58
C 8.96 23.91 17.42
O 10.74 25.44 17.33
H 11.48 24.19 15.12
H 10.19 22.91 15.24
H 11.61 22.93 16.28
H 9.37 25.00 15.82
H 9.43 23.36 18.24
H 8.19 23.43 16.81
H 8.40 24.73 17.87
H 11.28 24.86 17.88
C 4.80 29.80 15.39
C 4.57 28.69 14.48
C 5.62 28.53 13.43
O 4.48 27.48 15.24
H 4.10 30.14 16.15
H 4.95 30.76 14.88
H 5.73 29.68 15.94
H 3.62 28.90 13.99
H 5.21 27.84 12.70
H 6.62 28.19 13.71
H 5.80 29.48 12.93
H 5.17 26.86 15.02
C 7.99 27.61 15.52
C 7.14 26.37 15.58
C 6.18 26.51 16.75
O 5.53 25.30 17.12
C 6.23 24.66 18.15
N 6.27 26.27 14.45
H 8.46 27.84 16.47
H 7.38 28.49 15.34
H 8.82 27.60 14.82
H 7.76 25.47 15.57
H 5.33 27.13 16.45
H 6.62 27.08 17.57
H 7.28 24.43 17.96
H 5.81 23.66 18.29
H 6.16 25.28 19.04
H 6.88 26.16 13.65
H 5.81 25.38 14.51
C 3.32 24.51 16.05
O 4.39 25.24 15.55
H 3.38 23.51 15.60
H 3.41 24.27 17.11
H 2.34 24.91 15.80
H 5.02 25.42 16.25
C 4.04 26.00 18.94
O 3.40 24.93 19.63
H 4.01 26.90 19.54
H 5.09 25.71 18.85
H 3.54 25.97 17.97
H 2.57 24.67 19.22
C 10.45 26.58 13.12
O 9.72 26.05 14.23
H 11.52 26.70 13.32
H 10.31 25.77 12.41
H 10.00 27.54 12.84
H 10.11 26.40 15.03
C 4.41 28.13 17.74
O 3.22 28.00 17.00
H 4.92 27.26 18.14
H 5.08 28.76 17.16
H 4.27 28.67 18.68
H 3.44 28.26 16.11

Energy relative to the best compared isomer or geometry (same formula, charge and spin): 27.7956 eV
Net charge: 0

***

[2]
Molecular formula: C33H43AsFN3SSiTl
Method: DFT, the ωB97M-V functional and the def2-TZVPD basis

CARTESIAN COORDINATES (ANGSTROEM)
Tl -0.02 0.02 -0.34
C -1.31 -3.28 -0.53
N -1.30 -2.49 0.68
C -0.40 -3.07 1.66
C -2.64 -2.31 1.24
C -3.47 -1.25 0.51
N -2.91 0.09 0.60
C -3.01 0.65 1.93
C -3.51 0.98 -0.39
H -1.62 -4.33 -0.34
H -0.31 -3.28 -0.96
H -1.99 -2.85 -1.26
H -0.73 -4.07 1.99
H -0.32 -2.42 2.53
H 0.60 -3.16 1.22
H -2.54 -2.03 2.28
H -3.20 -3.26 1.21
H -4.50 -1.28 0.91
H -3.53 -1.51 -0.55
H -4.05 0.68 2.29
H -2.60 1.66 1.92
H -2.41 0.06 2.64
H -4.60 1.10 -0.24
H -3.33 0.59 -1.39
H -3.03 1.95 -0.33
C 2.85 -0.77 -4.37
Si 1.54 -1.58 -3.26
C 1.36 -3.36 -3.96
C -0.10 -0.69 -3.59
N 1.82 -1.51 -1.59
C 2.90 -2.00 -0.93
C 3.99 -2.68 -1.53
C 5.07 -3.17 -0.82
C 5.14 -3.04 0.56
C 4.10 -2.38 1.21
C 3.04 -1.89 0.48
F 2.05 -1.29 1.19
H 2.58 -0.84 -5.42
H 3.83 -1.24 -4.23
H 2.96 0.29 -4.12
H 1.42 -3.37 -5.05
H 0.41 -3.82 -3.67
H 2.16 -4.00 -3.58
H -0.43 -0.82 -4.62
H 0.00 0.39 -3.41
H -0.89 -1.07 -2.94
H 3.97 -2.79 -2.61
H 5.87 -3.68 -1.36
H 5.98 -3.43 1.12
H 4.10 -2.25 2.28
S -0.46 2.70 -2.02
C 0.07 4.27 -1.50
C 0.18 5.32 -2.43
C 0.60 6.58 -2.05
C 0.92 6.85 -0.73
C 0.82 5.83 0.21
C 0.40 4.56 -0.16
As 0.24 3.08 1.11
C 0.04 4.19 2.74
C -1.26 4.63 3.00
C -1.55 5.40 4.10
C -0.55 5.75 4.99
C 0.75 5.33 4.75
C 1.04 4.56 3.63
C 2.12 2.60 1.27
C 2.53 1.85 2.38
C 3.84 1.43 2.50
C 4.76 1.73 1.50
C 4.36 2.44 0.39
C 3.04 2.88 0.27
H -0.06 5.11 -3.47
H 0.67 7.37 -2.79
H 1.25 7.84 -0.43
H 1.08 6.03 1.24
H -2.05 4.35 2.30
H -2.57 5.74 4.28
H -0.77 6.35 5.86
H 1.55 5.61 5.44
H 2.07 4.25 3.46
H 1.80 1.57 3.13
H 4.15 0.85 3.36
H 5.79 1.39 1.59
H 5.07 2.65 -0.40
H 2.73 3.43 -0.60

Net charge: -1

***

[3]
Molecular formula: C5H7NO3
Method: DFT, the ωB97M-V functional and the def2-TZVPD basis

CARTESIAN COORDINATES (ANGSTROEM)
H -2.83 -0.76 -1.34
N -1.81 -0.62 -1.36
C -1.41 0.07 -0.35
C -2.28 0.50 0.79
C 0.16 0.57 -0.30
O 0.41 1.74 -0.21
C 0.94 -0.65 -0.15
C 2.52 -0.33 -0.31
O 3.23 -0.64 -1.25
O 3.04 0.29 0.78
H -2.06 1.53 1.08
H -3.34 0.44 0.51
H -2.10 -0.15 1.65
H 0.83 -1.08 0.85
H 0.72 -1.38 -0.93
H 3.98 0.44 0.56

Energy relative to the best compared isomer or geometry (same formula, charge and spin): 1.8748 eV
Net charge: 0

***

[4]
Molecular formula: C46H44Br2FN13P2STa
Method: DFT, the ωB97M-V functional and the def2-TZVPD basis

CARTESIAN COORDINATES (ANGSTROEM)
Ta 1.16 -1.17 1.54
C -5.59 -1.05 -3.19
S -4.41 -0.45 -4.44
C -4.19 1.28 -3.86
C -2.81 1.50 -3.27
C -2.52 0.58 -2.09
N -1.27 0.95 -1.44
P -1.27 1.98 -0.04
C -2.25 3.45 -0.56
C -3.62 3.51 -0.76
C -4.23 4.72 -1.04
C -3.48 5.88 -1.10
C -2.11 5.84 -0.89
C -1.50 4.62 -0.62
C -2.47 1.13 1.05
C -2.24 -0.30 1.20
C -2.99 -1.08 2.27
C -4.00 -0.31 3.01
C -4.07 1.03 2.88
C -3.26 1.75 1.96
P 0.06 -0.17 -1.43
C -0.12 -0.85 -3.14
C -0.33 -2.20 -3.38
C -0.46 -2.67 -4.67
C -0.39 -1.80 -5.74
C -0.14 -0.45 -5.51
C 0.00 0.02 -4.22
C 1.46 0.93 -1.88
C 2.61 0.25 -2.27
C 3.72 0.95 -2.70
C 3.69 2.34 -2.71
C 2.55 3.01 -2.31
C 1.43 2.31 -1.90
H -5.86 -2.06 -3.49
H -6.47 -0.42 -3.19
H -5.12 -1.07 -2.21
H -4.97 1.48 -3.13
H -4.33 1.92 -4.73
H -2.72 2.54 -2.96
H -2.06 1.32 -4.05
H -2.46 -0.45 -2.46
H -3.34 0.64 -1.36
H -4.22 2.61 -0.69
H -5.30 4.76 -1.19
H -3.96 6.83 -1.29
H -1.52 6.74 -0.93
H -0.44 4.58 -0.44
H -1.90 -0.85 0.32
H -4.16 -2.78 2.26
H -4.70 -0.87 3.60
H -4.82 1.57 3.44
H -3.38 2.83 1.92
H -0.37 -2.89 -2.55
H -0.61 -3.73 -4.85
H -0.52 -2.16 -6.75
H -0.05 0.23 -6.35
H 0.22 1.06 -4.06
H 2.61 -0.84 -2.26
H 4.60 0.42 -3.02
H 4.55 2.89 -3.04
H 2.52 4.09 -2.32
H 0.52 2.84 -1.62
Br 6.39 3.94 2.23
C 5.07 2.59 2.07
C 4.54 2.27 0.83
C 3.61 1.25 0.77
N 3.20 0.57 1.83
C 3.64 0.93 3.04
C 4.60 1.93 3.19
C 2.99 0.33 4.22
C 3.58 0.38 5.48
C 2.86 -0.06 6.58
Br 3.61 0.04 8.30
C 1.57 -0.54 6.39
C 1.08 -0.59 5.09
N 1.76 -0.17 4.04
H 4.82 2.79 -0.07
H 3.17 0.98 -0.17
H 4.96 2.21 4.17
H 4.59 0.73 5.61
H 0.97 -0.88 7.22
H 0.09 -0.97 4.89
N -0.22 -3.76 3.53
C -1.11 -2.93 2.85
N -2.34 -3.30 2.79
N -3.20 -2.48 2.10
N -1.59 -0.71 2.45
N -0.63 -1.72 2.34
C 1.12 -3.55 3.60
N 1.98 -4.15 4.40
N 3.15 -3.59 4.13
N 3.05 -2.71 3.22
N 1.76 -2.64 2.82
H -0.62 -4.54 4.02
F 0.66 0.62 1.44
C -0.36 -3.82 -0.18
C 1.06 -3.54 -0.52
C 1.84 -4.25 -1.39
C 3.15 -3.73 -1.29
C 3.13 -2.74 -0.36
C 4.31 -1.99 0.16
N 1.83 -2.58 0.13
H -0.75 -4.56 -0.88
H -1.00 -2.94 -0.22
H -0.45 -4.26 0.82
H 1.52 -5.05 -2.02
H 4.01 -4.08 -1.84
H 5.20 -2.52 -0.17
H 4.32 -1.97 1.25
H 4.37 -0.97 -0.22

Energy relative to the best compared isomer or geometry (same formula, charge and spin): 2.9406 eV
Net charge: +1

***

[5]
Molecular formula: C28H42O14
Method: DFT, the ωB97M-V functional and the def2-TZVPD basis

CARTESIAN COORDINATES (ANGSTROEM)
O 2.26 -3.39 5.32
C 1.72 -3.05 4.25
O 0.97 -2.00 4.28
C 0.22 -1.80 3.07
C 0.89 -2.76 2.10
C 1.54 -3.81 2.94
H 0.39 -0.74 2.85
H -0.81 -2.02 3.33
H 1.60 -2.47 1.33
H 0.08 -3.34 1.67
H 2.54 -4.10 2.60
H 0.82 -4.57 3.24
O -5.22 1.50 1.66
C -4.47 2.18 1.01
O -3.42 1.69 0.46
C -2.86 2.59 -0.52
C -3.63 3.87 -0.38
C -4.69 3.66 0.69
H -2.87 2.31 -1.57
H -1.85 2.70 -0.12
H -3.90 4.32 -1.33
H -2.81 4.50 -0.02
H -5.67 3.83 0.24
H -4.51 4.18 1.63
O 5.89 -0.80 -4.22
C 4.88 -0.77 -3.49
O 4.89 -1.07 -2.15
C 3.58 -0.94 -1.60
C 2.65 -0.36 -2.74
C 3.51 -0.01 -3.85
H 3.73 -0.28 -0.75
H 3.27 -1.89 -1.16
H 2.08 0.54 -2.52
H 2.02 -1.13 -3.16
H 3.80 1.04 -3.91
H 3.23 -0.28 -4.87
O 2.02 -0.04 -1.28
C 0.89 -0.04 -0.80
O 0.45 -1.13 -0.12
C -0.90 -0.92 0.35
C -1.18 0.53 0.26
C -0.06 1.15 -0.65
H -0.97 -1.33 1.36
H -1.55 -1.47 -0.33
H -1.38 1.04 1.21
H -2.09 0.76 -0.29
H 0.52 1.92 -0.15
H -0.35 1.61 -1.59
O -2.59 -4.08 3.56
C -2.93 -2.91 3.33
O -2.00 -1.83 3.21
C -2.63 -0.61 2.82
C -4.06 -1.08 2.46
C -4.33 -2.32 3.23
H -2.33 -0.21 1.85
H -2.67 0.20 3.54
H -3.95 -1.39 1.42
H -4.72 -0.21 2.46
H -4.95 -3.07 2.73
H -4.74 -2.18 4.23
O 0.75 2.69 1.73
C 1.57 1.77 1.88
O 1.43 0.61 2.66
C 2.48 -0.32 2.32
C 3.11 0.06 1.07
C 2.77 1.60 0.95
H 2.19 -1.36 2.20
H 3.22 -0.36 3.11
H 2.64 -0.55 0.29
H 4.20 -0.03 1.07
H 2.49 1.90 -0.06
H 3.56 2.28 1.27
O -1.45 -0.21 -3.46
C -0.63 0.45 -4.09
O -0.79 0.63 -5.49
C 0.49 1.31 -5.88
C 1.49 1.02 -4.76
C 0.57 1.10 -3.59
H 0.39 2.39 -6.05
H 0.96 0.90 -6.78
H 2.32 1.73 -4.69
H 1.88 0.00 -4.88
H 0.28 2.11 -3.32
H 0.76 0.59 -2.65

Energy relative to the best compared isomer or geometry (same formula, charge and spin): 18.7112 eV
Net charge: 0

***

[6]
Molecular formula: C10H22NO4
Method: DFT, the ωB97M-V functional and the def2-TZVPD basis

CARTESIAN COORDINATES (ANGSTROEM)
C -3.49 1.72 -2.26
C -3.03 0.31 -2.62
O -2.26 -0.26 -1.59
C -0.85 -0.10 -1.78
C -0.12 -0.68 -0.58
O 0.44 -1.95 -0.81
C 1.68 -1.95 -1.51
C 2.86 -1.40 -0.69
O 3.52 -0.31 -1.24
C 2.87 0.99 -0.99
N 2.61 1.25 0.36
H -4.39 1.68 -1.66
H -2.71 2.19 -1.68
H -3.69 2.30 -3.16
H -3.89 -0.35 -2.78
H -2.47 0.33 -3.56
H -0.61 0.96 -1.88
H -0.56 -0.61 -2.69
H 0.64 0.02 -0.22
H -0.84 -0.80 0.22
H 1.61 -1.42 -2.46
H 1.86 -3.00 -1.74
H 3.60 -2.20 -0.60
H 2.50 -1.17 0.32
H 1.96 1.02 -1.63
H 3.59 1.67 -1.46
H 1.62 1.48 0.46
C 0.40 -1.09 3.73
C -0.65 -0.08 3.35
O -1.41 -0.26 2.43
C -0.69 1.20 4.16
H 0.33 -1.95 3.06
H 1.39 -0.65 3.63
H 0.26 -1.42 4.76
H 0.27 1.71 4.09
H -0.87 0.97 5.22
H -1.47 1.85 3.79

Energy relative to the best compared isomer or geometry (same formula, charge and spin): 0.2526 eV
Net charge: -1

***

[7]
Molecular formula: C5H12O2
Method: DFT, the ωB97M-V functional and the def2-TZVPD basis

CARTESIAN COORDINATES (ANGSTROEM)
C -1.22 -1.17 -1.87
C -0.08 -0.43 -1.19
C -0.54 0.48 -0.06
O -1.19 -0.36 0.90
C 0.59 1.29 0.59
C 1.37 0.53 1.66
O 1.88 -0.71 1.23
H -0.84 -1.85 -2.65
H -1.79 -1.76 -1.15
H -1.92 -0.47 -2.36
H 0.46 0.18 -1.92
H 0.66 -1.14 -0.80
H -1.28 1.18 -0.48
H -1.63 0.21 1.55
H 0.17 2.19 1.06
H 1.27 1.64 -0.20
H 0.73 0.39 2.54
H 2.23 1.13 1.97
H 1.12 -1.31 1.19

Energy relative to the best compared isomer or geometry (same formula, charge and spin): 0.7862 eV
Net charge: 0

***

Number 1: highest occupied orbital energy -7.91 eV, gap between HOMO and LUMO 8.2 eV, molecular weight 577.88 g/mol. Number 2: highest occupied orbital energy -4.02 eV, gap between HOMO and LUMO 6.5 eV, molecular weight 840.18 g/mol. Number 3: highest occupied orbital energy -9.65 eV, gap between HOMO and LUMO 10.2 eV, molecular weight 129.12 g/mol. Number 4: highest occupied orbital energy -10.11 eV, gap between HOMO and LUMO 5.8 eV, molecular weight 1232.72 g/mol. Number 5: highest occupied orbital energy -8.42 eV, gap between HOMO and LUMO 8.2 eV, molecular weight 602.63 g/mol. Number 6: highest occupied orbital energy -2.18 eV, gap between HOMO and LUMO 5.4 eV, molecular weight 220.29 g/mol. Number 7: highest occupied orbital energy -9.99 eV, gap between HOMO and LUMO 10.8 eV, molecular weight 104.15 g/mol.